# 1
# C23H41LaN2P3Se

A molecular structure, C23H41LaN2P3Se at a distorted geometry (ωB97M-V/def2-TZVPD, OMol25).

```
71
Properties=species:S:1:pos:R:3:forces:R:3:mulliken_charge:R:1
La -0.45392 0.48665 0.30572 1.626 1.682 -0.989 1.16
P -2.36596 -2.52127 -0.02435 -0.193 -2.052 0.629 1.08
P 2.02020 -0.37188 2.21420 0.856 0.605 0.831 0.83
P 1.51428 -1.18005 -1.14219 0.693 -0.164 -0.926 0.44
H -3.15977 3.77526 -5.10544 -0.313 -0.294 0.066 0.32
C -3.44733 2.80871 -5.52690 -0.613 -0.589 -0.411 -0.57
C -3.76557 1.72526 -4.79109 -0.010 0.549 -1.378 -0.51
H -3.89231 1.77297 -3.71183 0.250 -0.054 -0.066 0.29
C -3.90324 -2.15871 0.82927 -0.421 0.915 0.046 -1.13
C -0.98835 -2.71149 1.14291 0.393 0.205 0.039 -0.78
C -2.52096 -4.12036 -0.82139 0.159 -0.172 -0.351 -1.24
C 3.34652 0.89430 2.00939 -0.223 -0.005 -0.275 -1.31
C 1.96351 -0.28449 4.06668 -0.365 -0.175 0.119 -1.35
C 3.05100 -1.89091 2.10068 -0.344 -0.181 -0.271 -1.26
C 0.66239 -0.96449 -2.74879 -0.007 0.047 -0.037 -1.15
C 1.92566 -2.95646 -1.25313 -0.025 -0.244 0.211 -1.23
C 3.10995 -0.39064 -1.55997 0.076 0.174 0.121 -1.12
H -3.53109 2.80163 -6.64106 0.363 -0.227 1.078 0.25
H -3.96417 0.76999 -5.30593 -0.164 0.583 0.445 0.24
H -4.44263 -1.42424 0.20650 -0.104 -0.256 0.365 0.50
H -3.72994 -1.72645 1.83312 -0.070 -0.201 -0.534 0.32
H -4.54505 -3.05243 0.94510 0.505 0.260 -0.204 0.39
H -0.96842 -1.97417 1.96994 -0.036 -0.312 -0.401 0.26
H -0.03244 -2.67985 0.58334 -0.369 -0.047 0.338 -0.01
H -1.07247 -3.71223 1.60757 -0.098 0.393 -0.212 0.63
H -3.31512 -4.11144 -1.57424 0.078 0.042 0.065 0.44
H -2.75031 -4.90091 -0.07138 0.112 0.478 -0.190 0.46
H -1.56734 -4.35613 -1.30904 -0.197 -0.083 0.021 0.36
H 4.16581 0.60432 2.68255 -0.145 0.209 -0.232 0.48
H 2.96406 1.89007 2.27786 0.209 -0.312 -0.063 0.33
H 3.69456 0.93272 0.96924 -0.024 0.056 0.331 0.27
H 2.96248 -0.57898 4.42235 -0.350 0.162 -0.032 0.56
H 1.23345 -0.99643 4.47644 0.200 0.169 -0.028 0.38
H 1.73860 0.72002 4.45909 0.119 -0.425 -0.330 0.32
H 3.79885 -1.84680 2.90540 -0.194 -0.115 -0.333 0.55
H 3.56503 -1.96327 1.13327 -0.118 0.011 0.279 0.30
H 2.41203 -2.77407 2.23846 0.316 0.072 0.011 0.37
H 1.33187 -1.39706 -3.50322 -0.349 0.112 -0.069 0.51
H 0.50065 0.09676 -2.98390 0.007 -0.177 -0.015 0.23
H -0.29639 -1.49906 -2.76783 0.113 0.062 -0.170 0.35
H 2.47238 -3.12417 -2.19440 -0.169 -0.004 0.322 0.49
H 1.01092 -3.56687 -1.26567 0.259 0.076 -0.058 0.28
H 2.54847 -3.28258 -0.40940 -0.164 0.063 -0.270 0.33
H 3.40330 -0.77424 -2.55218 0.062 0.161 0.419 0.56
H 3.88234 -0.63197 -0.81150 -0.260 0.118 -0.365 0.41
H 2.97502 0.70267 -1.61455 0.106 -0.392 0.032 0.15
C 0.79370 2.96824 -1.83321 -0.436 -0.277 -1.461 0.17
C -0.51111 2.61633 -2.26026 0.849 -0.037 -0.149 -0.82
C -0.78258 2.56213 -3.62786 -0.124 -0.008 -0.109 -0.05
C 0.18588 2.90354 -4.57814 -0.048 -0.125 0.425 -0.51
C 1.47138 3.25993 -4.15489 -0.109 -0.010 0.028 -0.55
C 1.79215 3.28136 -2.79705 -0.554 -0.385 0.634 -0.71
Se 1.12493 2.94280 0.00060 -0.074 -0.927 1.230 -0.26
H -2.01467 -1.59298 -1.03889 -0.259 -0.009 0.340 -0.10
H -1.31986 2.45801 -1.51340 0.290 0.347 -0.477 0.99
H -1.77949 2.28402 -3.94829 0.328 0.084 -0.035 -0.03
H -0.04959 2.89980 -5.64550 -0.019 -0.041 0.416 0.48
H 2.21696 3.51906 -4.90953 -0.134 -0.039 0.351 0.42
H 2.80242 3.51839 -2.45279 -0.363 0.030 -0.180 0.53
N -1.15242 1.39766 7.88970 0.404 -0.205 -4.081 -0.31
C -1.04900 1.35198 6.71055 -0.338 0.103 3.294 -0.41
C -0.96777 1.33406 5.25981 0.282 0.817 0.138 0.80
C -1.57439 0.30533 4.52707 -0.626 -0.298 -0.283 -0.64
C -1.61731 0.40513 3.14361 1.122 1.616 0.335 -0.01
N -0.87200 1.35698 2.49677 -0.359 0.165 1.506 -0.26
C -0.19236 2.29921 3.20761 -0.453 -0.716 -0.632 -0.08
C -0.31186 2.38920 4.57979 -0.072 -0.445 0.442 -0.69
H -2.06414 -0.52437 5.03352 -0.032 0.312 -0.004 0.55
H -2.29149 -0.17528 2.50265 0.264 -0.197 0.375 0.43
H 0.46340 2.95289 2.62057 -0.503 -0.059 0.329 0.41
H 0.15870 3.22935 5.09785 -0.213 -0.420 0.015 0.51
```
Forces are in eV/Å.

The value obtained for the highest occupied orbital energy is -15.608 eV. The total charge is +3. The gap between HOMO and LUMO comes out at 5.76 eV. The value obtained for the energy above the lowest of the compared OMol25 structures with the same formula, charge and spin is 0.603 eV.

***

# 2
# C23H41N2OP3Sm

A molecular structure, C23H41N2OP3Sm at a distorted geometry (ωB97M-V/def2-TZVPD, OMol25).

```
71
Properties=species:S:1:pos:R:3:forces:R:3:mulliken_charge:R:1
Sm -0.24922 -0.49273 0.14588 0.308 4.415 4.141 0.28
P 0.51102 -2.85714 -1.13917 -1.505 -2.127 -2.687 1.43
P 2.51341 -0.09688 0.95278 1.339 0.280 0.910 1.00
P -3.00143 0.07812 -0.23760 -1.879 0.573 -0.146 0.99
H 2.34516 3.81509 -0.12502 -0.466 0.085 -0.051 0.34
C 1.33411 4.24148 -0.13997 -0.323 0.244 0.431 -0.53
C 0.59335 4.36578 0.97408 0.250 -0.678 -0.622 -0.65
H 0.89425 3.91523 1.92971 0.066 0.489 -0.331 0.30
C 1.33048 -2.68235 -2.73945 -0.277 0.443 0.415 -1.59
C 1.60039 -3.93039 -0.17032 0.450 0.390 1.546 -1.08
C -0.95511 -3.87945 -1.42607 0.036 -0.114 -0.063 -1.24
C 2.73529 1.44926 1.91093 -0.257 0.343 -0.005 -0.76
C 3.10074 -1.28752 2.22539 -0.167 -0.271 -0.038 -1.24
C 3.96865 -0.04180 -0.14909 -0.161 -0.079 -0.434 -1.29
C -3.48830 1.77550 0.26030 0.470 0.220 0.143 -1.30
C -4.21867 -0.93277 0.67826 0.224 -0.357 0.195 -1.26
C -3.69566 0.04648 -1.92901 0.454 -0.297 -0.217 -1.29
H 0.98935 4.65308 -1.09876 0.246 -0.101 0.502 0.33
H -0.37127 4.86690 0.95397 0.143 -0.025 0.021 0.33
H 1.45758 -3.72177 -3.04038 0.342 -0.059 -0.136 0.63
H 2.28631 -2.15237 -2.59769 -0.281 -0.335 -0.349 0.32
H 0.67221 -2.16754 -3.45300 0.270 -0.426 0.290 0.60
H 1.85617 -4.80033 -0.79286 -0.338 0.276 -0.293 0.48
H 1.09605 -4.30082 0.72856 0.043 0.059 -0.121 0.46
H 2.53587 -3.44785 0.13382 -0.197 -0.013 -0.181 0.28
H -0.66508 -4.61601 -2.15874 -0.236 -0.580 -0.172 0.48
H -1.79560 -3.28534 -1.80247 0.223 -0.143 -0.078 0.35
H -1.25786 -4.35283 -0.49371 -0.049 -0.192 0.015 0.44
H 3.80813 1.62611 2.06704 -0.246 -0.064 -0.034 0.46
H 2.25292 1.35196 2.89053 0.076 -0.002 -0.164 0.37
H 2.29507 2.31458 1.39848 0.214 -0.278 0.102 -0.33
H 4.18983 -1.19548 2.32946 -0.288 -0.049 0.044 0.47
H 2.85454 -2.31638 1.94096 0.185 0.102 0.193 0.23
H 2.63151 -1.07656 3.19298 0.073 -0.062 -0.195 0.32
H 4.89014 -0.10460 0.44768 -0.301 0.055 -0.184 0.49
H 3.96696 0.89703 -0.71861 0.019 -0.281 0.048 0.39
H 3.93229 -0.88763 -0.84956 0.200 0.247 0.086 0.31
H -4.39792 2.08999 -0.26990 0.241 -0.162 0.208 0.49
H -2.67868 2.47252 0.01528 -0.203 0.045 -0.008 0.24
H -3.65684 1.81896 1.34135 -0.007 0.008 -0.172 0.39
H -5.21642 -0.88046 0.22320 0.269 0.065 0.142 0.41
H -4.26662 -0.59613 1.72071 -0.049 -0.092 -0.200 0.40
H -3.88357 -1.97758 0.67900 -0.272 0.085 0.018 0.33
H -4.70567 0.47178 -1.92428 0.201 -0.145 0.051 0.50
H -3.73459 -0.98509 -2.29338 -0.091 0.131 -0.033 0.37
H -3.06233 0.62241 -2.60817 -0.085 0.007 0.007 0.32
C -0.04108 0.98314 -2.82334 0.227 1.359 -0.647 0.45
C 0.62779 0.26949 -3.82885 -0.723 0.074 0.419 -0.49
C 0.34514 0.58645 -5.15214 0.466 0.333 0.859 -0.81
C -0.49441 1.70645 -5.35956 0.055 0.108 -0.834 -0.45
C -0.99726 2.55962 -4.34081 1.001 -0.401 -0.300 -0.71
C -0.64409 2.22981 -3.03833 -1.082 -0.268 -0.517 -0.31
O -0.15023 0.49153 -1.60016 0.762 -1.330 0.278 -0.11
H -0.57936 -1.77278 -1.06675 1.246 -2.246 -1.919 -0.22
H 1.23942 -0.54805 -3.46299 -0.022 0.528 -0.653 0.65
H 0.84814 -0.01589 -5.93521 -0.723 0.803 0.245 0.44
H -0.68885 1.95089 -6.39821 -0.210 0.109 0.107 0.43
H -1.58345 3.46639 -4.57728 0.508 -0.700 0.065 0.47
H -0.94565 2.80733 -2.16542 -0.081 -0.074 -0.236 0.51
N 0.19588 0.09484 7.82524 -0.373 0.130 -2.722 -0.30
C 0.02841 0.13824 6.66691 0.359 -0.081 2.079 -0.38
C -0.19444 0.14499 5.23652 -0.190 0.233 -0.033 0.55
C -0.15213 -1.03333 4.50463 0.008 -0.972 -0.169 -0.73
C -0.45725 -1.03088 3.15466 0.288 0.877 0.050 -0.39
N -0.69327 0.10752 2.45539 -0.013 -0.140 1.075 0.23
C -0.71047 1.25998 3.15976 0.088 -0.330 -0.042 -0.55
C -0.49873 1.30576 4.52865 -0.049 0.367 0.181 -0.42
H 0.11755 -1.96279 4.98860 -0.161 -0.043 0.036 0.57
H -0.47372 -1.96926 2.59364 0.017 -0.006 0.129 0.53
H -0.87814 2.17371 2.60153 -0.069 -0.039 0.005 0.52
H -0.56077 2.25040 5.05041 0.009 0.080 -0.047 0.55
```
Forces are in eV/Å.

The value obtained for the highest occupied orbital energy (spin up / spin down) is -16.357 / -16.063 eV. The total charge is +3. Its expectation value of S² is 8.79. The gap between HOMO and LUMO (spin up / spin down) comes out at 4.18 / 3.70 eV. The value obtained for the energy above the lowest of the compared OMol25 structures with the same formula, charge and spin is 0.000 eV. As for the spin multiplicity: 6.

***

# 3
# C23H42As2MoNO10P2Si2

A molecular structure, C23H42As2MoNO10P2Si2 at a distorted geometry (ωB97M-V/def2-TZVPD, OMol25).

```
83
Properties=species:S:1:pos:R:3:forces:R:3:nbo_charge:R:1
Mo 0.49637 0.46983 -0.12624 -0.418 1.709 -1.041 1.36
N 0.35072 2.90048 0.38782 -1.694 -1.974 2.107 -0.84
C 0.16192 3.01290 1.78340 0.034 -0.031 -0.806 0.17
C -0.87072 3.78529 2.30559 -0.147 0.078 0.126 -0.27
C -1.12534 3.82099 3.67021 0.098 -0.070 -0.052 -0.21
C -0.32805 3.08207 4.53164 -0.014 0.014 0.003 -0.27
C 0.73092 2.34551 4.01093 0.029 -0.012 -0.020 -0.20
C 1.00905 2.29602 2.64653 0.278 -0.045 0.091 0.00
C 2.23387 1.56417 2.16325 -0.157 0.060 0.049 -0.06
C 3.39958 1.78363 2.90045 0.058 -0.103 -0.040 -0.22
C 4.59068 1.14819 2.57285 -0.097 0.001 -0.043 -0.20
C 4.62472 0.28536 1.48950 0.080 0.044 0.133 -0.24
C 3.47516 0.07510 0.74312 -0.030 0.060 -0.079 -0.12
C 2.26341 0.69925 1.03920 -0.070 0.289 0.178 -0.31
H -0.23112 3.51328 -0.15615 -0.154 0.069 -0.169 0.39
H 1.34616 3.00907 0.09967 -0.030 0.399 -0.059 0.45
H -1.47512 4.37601 1.62305 0.013 -0.040 0.022 0.20
H -1.93689 4.42790 4.05245 -0.010 -0.007 0.003 0.20
H -0.51914 3.08144 5.59905 0.021 0.008 -0.057 0.20
H 1.35825 1.77163 4.68517 -0.010 0.028 -0.042 0.21
H 3.37960 2.48382 3.72853 -0.009 -0.020 -0.030 0.20
H 5.48574 1.34277 3.15377 -0.037 -0.005 -0.025 0.20
H 5.54665 -0.21425 1.21345 -0.032 0.032 -0.001 0.20
H 3.52920 -0.57957 -0.11219 -0.002 -0.111 -0.128 0.21
O 3.83868 4.87295 -2.08879 0.026 -0.124 -0.083 -0.99
P 3.14965 3.49844 -1.60226 0.436 -0.472 -1.026 2.56
O 4.10419 2.35213 -1.72079 -0.003 0.185 0.139 -1.18
O 2.37643 3.77844 -0.36985 1.902 1.040 -0.428 -1.13
O 2.07780 3.26656 -2.84568 -0.157 0.005 0.223 -1.10
P 1.42908 1.82857 -3.15101 -0.312 0.076 0.734 2.59
O 2.67364 0.90831 -3.46874 0.075 0.170 0.086 -1.03
O 0.40585 1.91018 -4.19385 0.112 -0.206 -0.041 -1.11
O 0.88775 1.37828 -1.72829 0.825 0.564 -1.921 -1.02
H 4.42053 4.69282 -2.84375 -0.181 0.005 0.301 0.50
H 3.42839 1.22790 -2.89305 -0.207 -0.092 -0.019 0.54
C -4.12068 1.64272 -1.71874 0.062 -0.071 -0.107 -1.01
As -3.24543 0.58460 -0.35022 -0.190 0.611 -0.696 2.03
C -4.29865 -1.01453 -0.45400 0.130 -0.090 0.282 -0.99
C -3.62203 1.65396 1.20406 0.006 -0.200 0.237 -1.00
O -1.67200 0.51485 -0.88576 0.243 -0.077 0.401 -1.12
H -5.20536 1.63970 -1.59864 0.023 -0.017 0.058 0.22
H -3.85789 1.22494 -2.69000 -0.005 0.011 0.001 0.25
H -3.75004 2.66460 -1.67083 0.035 0.025 0.003 0.24
H -5.29704 -0.77787 -0.08239 0.042 -0.016 0.007 0.23
H -3.84811 -1.80616 0.13578 -0.038 -0.003 -0.018 0.27
H -4.34495 -1.28553 -1.50408 -0.031 -0.047 -0.048 0.25
H -4.38448 2.38593 0.94920 -0.008 0.053 -0.070 0.23
H -2.69722 2.15622 1.47823 0.049 0.050 0.059 0.27
H -3.94471 1.02845 2.03268 0.025 0.045 -0.063 0.26
C 0.78248 -3.13929 1.89866 -0.036 0.274 0.092 -1.12
Si 0.28905 -3.44186 0.09934 0.491 -0.313 0.348 1.40
C -1.52606 -3.91866 0.13695 -0.375 0.314 -0.251 -1.14
C 1.26107 -4.98110 -0.39862 0.182 -0.096 -0.334 -1.13
As 1.07095 -1.69202 -1.23752 -0.017 -0.915 -0.266 -0.47
Si -0.22842 -2.21202 -3.13644 0.040 -0.298 -0.302 1.43
C -0.12654 -4.07973 -3.39266 0.080 -0.271 0.249 -1.12
C -2.05715 -1.81801 -3.12829 -0.284 0.213 0.244 -1.14
C 0.45250 -1.55538 -4.74658 0.304 0.486 0.064 -1.14
H 1.23181 -4.03305 2.34415 -0.070 0.043 -0.076 0.23
H -0.08724 -2.86060 2.50283 0.139 -0.061 -0.033 0.22
H 1.50995 -2.32219 1.95849 -0.041 -0.076 0.077 0.25
H -1.67094 -4.85118 0.69382 0.065 0.081 -0.028 0.23
H -1.93466 -4.04765 -0.87307 0.003 -0.036 0.207 0.23
H -2.09555 -3.12284 0.63465 0.042 -0.141 -0.066 0.23
H 0.72858 -5.91475 -0.17756 0.053 0.115 0.022 0.22
H 2.22376 -4.99554 0.12612 -0.125 0.016 -0.049 0.23
H 1.47851 -4.95304 -1.47108 0.011 -0.152 0.209 0.24
H -0.53709 -4.66218 -2.55761 0.059 0.062 -0.240 0.22
H 0.91997 -4.38076 -3.52549 -0.169 0.002 -0.031 0.23
H -0.67543 -4.34576 -4.30446 0.037 0.055 0.090 0.23
H -2.57134 -2.37081 -2.33343 0.053 0.074 -0.131 0.22
H -2.50288 -2.08457 -4.09454 0.083 -0.031 0.090 0.23
H -2.20298 -0.74800 -2.95490 0.003 -0.087 -0.030 0.25
H 1.52246 -1.77834 -4.82297 -0.117 0.002 -0.061 0.24
H 0.34370 -0.46740 -4.82096 0.010 -0.113 -0.047 0.27
H -0.07437 -2.01907 -5.59017 0.047 0.005 0.140 0.22
C -0.91923 -0.63149 3.66174 0.487 -0.164 0.395 -0.72
C -1.30376 -0.52679 2.22663 1.930 0.508 0.359 0.84
O -2.42766 -0.74326 1.87626 -2.296 -0.586 -0.880 -0.68
O -0.36752 -0.15138 1.41265 -1.053 -0.802 1.978 -0.69
H -1.36483 -1.52899 4.08277 -0.055 -0.037 0.064 0.23
H -1.30334 0.23264 4.20061 -0.039 0.106 -0.013 0.24
H 0.16319 -0.66229 3.76644 -0.008 0.022 0.080 0.24
```
Forces are in eV/Å.

The value obtained for the highest occupied orbital energy (spin up / spin down) is -4.585 / -4.937 eV. The total charge is -1. Its expectation value of S² is 2.02. The gap between HOMO and LUMO (spin up / spin down) comes out at 6.90 / 7.25 eV. The value obtained for the energy above the lowest of the compared OMol25 structures with the same formula, charge and spin is 0.798 eV. As for the spin multiplicity: 3.

***

Look up the energy above the lowest of the compared OMol25 structures with the same formula, charge and spin of the second one. 0.000 eV

***

Number 2 is which compound? C23H41N2OP3Sm

***

Which formula does entry 2 have? C23H41N2OP3Sm